151
Properties=species:S:1:pos:R:3 method="wB97M-V/def2-TZVPD" e_homo_ev=-8.85 e_tot_ha=-30240.4670 gap_ev=8.89 relative_energy_kcal_mol=23.7
C -3.445 -0.751 -6.052
C -1.925 -0.693 -5.729
C -1.689 -0.876 -4.202
C -1.357 -2.346 -3.872
C -2.543 -3.141 -3.299
C -2.551 -3.190 -1.761
C -1.359 -3.983 -1.184
C -0.296 -3.063 -0.550
C 0.460 -3.738 0.590
C 1.693 -3.009 1.113
C 1.527 -1.613 1.786
S 1.678 -0.344 0.431
I -0.381 -1.352 2.753
O 2.665 -1.482 2.569
C 2.681 -0.697 3.746
C 2.535 0.823 3.613
C 3.701 1.386 2.754
C 3.326 2.572 1.824
C 3.882 2.468 0.388
C 2.869 2.919 -0.678
C 3.028 2.167 -2.014
N 2.611 2.976 -3.171
O 2.673 1.340 4.928
C 2.106 2.641 5.087
Si 0.534 2.636 6.189
C 0.968 2.667 8.029
C -0.410 1.059 5.720
C -0.623 4.067 5.736
H -4.009 -1.157 -5.220
H -3.791 0.261 -6.244
H -3.601 -1.413 -6.901
H -1.503 0.251 -6.059
H -1.436 -1.503 -6.259
H -0.869 -0.222 -3.914
H -2.596 -0.599 -3.668
H -0.934 -2.868 -4.726
H -0.576 -2.328 -3.113
H -2.502 -4.167 -3.666
H -3.488 -2.698 -3.611
H -3.506 -3.635 -1.481
H -2.557 -2.157 -1.410
H -0.890 -4.454 -2.048
H -1.717 -4.740 -0.493
H 0.451 -2.810 -1.300
H -0.771 -2.131 -0.262
H 0.836 -4.665 0.146
H -0.201 -4.071 1.384
H 2.476 -2.931 0.365
H 2.105 -3.623 1.916
H 0.407 0.050 0.239
H 3.690 -0.815 4.140
H 2.041 -1.095 4.533
H 1.604 1.139 3.141
H 4.149 0.605 2.142
H 4.480 1.721 3.434
H 3.709 3.512 2.219
H 2.241 2.660 1.791
H 4.136 1.432 0.181
H 4.769 3.088 0.269
H 2.935 3.986 -0.881
H 1.851 2.720 -0.344
H 4.065 1.892 -2.182
H 2.405 1.278 -2.042
H 3.248 3.750 -3.311
H 1.677 3.341 -3.028
H 2.827 3.307 5.567
H 1.847 3.096 4.131
H 1.930 3.147 8.189
H 1.016 1.655 8.421
H 0.215 3.236 8.569
H -0.879 1.267 4.761
H -1.191 0.831 6.441
H 0.317 0.257 5.628
H -1.448 4.023 6.447
H -0.144 5.039 5.756
H -1.049 3.839 4.760
C -3.355 -6.928 -0.024
Cl -2.735 -5.859 1.237
Cl -2.956 -8.597 0.394
Cl -5.108 -6.740 -0.138
Cl -2.612 -6.490 -1.567
C -3.001 -11.787 2.884
Cl -3.686 -13.413 2.827
Cl -1.793 -11.699 4.172
Cl -2.227 -11.414 1.336
Cl -4.276 -10.610 3.202
C -2.910 -3.486 5.897
Cl -1.232 -3.205 6.369
Cl -3.778 -1.947 5.896
Cl -2.916 -4.161 4.267
Cl -3.690 -4.610 7.013
C -1.515 8.523 6.016
Cl -3.219 8.669 6.462
Cl -0.775 10.126 5.979
Cl -0.678 7.518 7.205
Cl -1.386 7.771 4.422
C 6.882 1.013 -4.180
Cl 6.916 -0.708 -4.575
Cl 5.563 1.791 -5.058
Cl 6.614 1.195 -2.443
Cl 8.421 1.774 -4.620
C 0.860 11.082 2.438
Cl 1.720 11.987 3.686
Cl 1.097 9.350 2.695
Cl -0.870 11.458 2.529
Cl 1.487 11.530 0.848
C 7.758 -1.208 -8.700
Cl 6.052 -1.676 -8.721
Cl 8.164 -0.390 -10.214
Cl 8.046 -0.127 -7.335
Cl 8.760 -2.654 -8.523
C -1.238 -8.142 8.324
Cl -2.274 -8.116 9.756
Cl 0.350 -8.787 8.756
Cl -1.974 -9.167 7.084
Cl -1.063 -6.501 7.696
C -0.127 15.001 -0.853
Cl 1.613 15.110 -0.553
Cl -0.863 16.592 -0.631
Cl -0.402 14.450 -2.509
Cl -0.846 13.852 0.278
C -3.476 -5.346 -6.070
Cl -2.523 -6.636 -6.810
Cl -5.122 -5.384 -6.712
Cl -3.522 -5.579 -4.318
Cl -2.737 -3.781 -6.435
C -2.549 -0.818 -10.261
Cl -2.458 -1.273 -11.967
Cl -4.147 -0.151 -9.915
Cl -2.278 -2.245 -9.255
Cl -1.313 0.393 -9.906
C -7.158 -9.633 6.021
Cl -8.284 -9.179 7.304
Cl -7.483 -11.293 5.508
Cl -7.359 -8.543 4.643
Cl -5.501 -9.517 6.618
C -8.161 -0.672 -11.301
Cl -9.182 0.433 -12.228
Cl -6.688 -1.018 -12.211
Cl -7.738 0.075 -9.755
Cl -9.039 -2.177 -11.005
C 4.063 15.351 4.178
Cl 5.218 16.683 4.067
Cl 3.035 15.337 2.742
Cl 4.939 13.819 4.289
Cl 3.058 15.558 5.617
C 5.095 -4.305 -3.802
Cl 5.060 -3.205 -2.419
Cl 3.454 -4.533 -4.415
Cl 6.106 -3.612 -5.077
Cl 5.762 -5.863 -3.303